Record 1
ORCA calculation (ωB97M-V/def2-TZVPD) on 10 unconnected molecules or ions with the total composition C31H43NO27 at a distorted geometry.

Positions of all 102 atoms, in Å:
C: 2.769 1.571 -5.531
C: -3.237 -5.077 -2.018
H: -0.763 -1.586 4.482
C: 3.949 -0.691 -5.314
O: -4.340 -4.072 3.517
O: -0.149 2.417 5.206
O: 0.008 -5.092 -0.337
C: -5.021 -4.999 2.855
H: 2.699 -3.573 -3.236
O: -3.669 -3.747 -1.950
H: 1.869 2.272 -3.672
C: -1.016 -0.524 1.033
C: -2.121 4.935 -5.273
H: 7.022 1.093 1.650
O: -1.815 4.712 -3.063
C: -0.598 5.091 0.653
H: 3.707 0.537 -7.155
H: 3.629 2.241 -5.528
O: -1.392 -0.136 -0.231
C: 4.879 1.308 1.554
H: -1.508 5.389 -6.053
H: 6.121 -0.047 2.580
C: -2.005 -5.085 -2.886
H: -3.155 6.064 -3.662
H: 4.380 1.029 2.482
C: -1.447 3.545 -3.646
H: 0.612 -2.088 -2.821
C: -3.367 -4.284 1.564
H: -2.236 -4.375 3.433
O: -5.943 -5.655 3.390
H: -0.066 0.532 -1.737
H: 0.333 -2.234 7.156
H: 0.029 5.353 -0.200
H: -0.830 1.798 -0.890
O: 6.057 -0.391 0.454
H: -2.952 -5.468 -1.042
O: -1.501 3.642 -4.942
O: -1.557 -1.383 1.751
H: 2.149 2.142 -6.222
O: 4.363 -0.914 -0.948
O: -3.263 -3.259 7.099
O: 0.058 0.119 1.299
O: 0.994 2.645 7.202
O: 0.468 -2.955 -1.025
H: -3.078 4.755 -5.763
H: -3.636 -3.469 0.893
H: 1.248 4.316 3.390
H: 1.452 -0.134 -0.187
O: -2.197 -1.677 5.930
N: 4.520 -1.359 -4.577
H: -1.948 6.008 -0.678
O: 4.104 0.705 0.566
H: -4.133 -5.601 -2.352
C: -0.878 -1.428 5.554
C: -0.472 0.778 -0.755
H: -2.185 -5.523 -3.867
C: 0.163 2.602 3.851
O: -2.693 -1.776 -2.313
C: -1.974 5.675 0.360
H: 1.791 -1.566 -1.531
O: -0.807 3.718 0.648
C: 0.750 0.640 0.125
C: 2.272 -3.492 -2.236
H: 4.937 2.345 1.220
H: 1.591 0.520 -4.175
H: -0.530 -0.483 5.971
C: 2.269 1.373 -4.142
O: -2.723 2.538 1.187
C: 1.261 -2.395 -2.000
H: -1.134 -5.546 -2.420
C: 4.794 -0.145 -0.114
O: -1.160 -3.512 6.435
C: -0.103 -2.553 6.210
H: -1.455 6.485 -3.916
C: -2.183 5.675 -3.965
C: 3.257 0.280 -6.196
O: -2.905 4.648 0.473
H: 3.023 0.919 -3.499
H: 0.267 1.628 3.372
H: 1.275 1.539 0.447
H: 0.641 -2.922 5.504
O: -4.468 -5.155 1.661
H: -2.480 -4.662 1.055
H: -0.305 5.326 1.677
O: -1.794 -3.664 -3.121
O: 1.750 3.528 5.259
H: 2.295 2.869 3.345
C: -3.052 -3.864 2.922
O: -1.175 2.541 -3.034
C: 0.722 -4.267 -0.909
H: -2.770 -2.816 3.026
C: -2.202 3.530 0.762
H: -0.538 3.087 3.171
C: 0.880 2.927 5.970
C: 1.475 3.362 3.866
C: -2.280 -2.840 6.519
H: 2.456 -0.359 -6.569
C: 6.157 0.430 1.601
O: 1.589 -4.616 -1.813
H: 3.047 -3.219 -1.519
C: -2.675 -2.970 -2.367
H: -2.199 6.467 1.073

Results
LUMO level	-0.464	eV
total energy	-3293.2087	hartree
SMILES	O=C1OCCO1.O=C1OCCO1.O=C1OCCO1.O=C1OCCO1.O=C1OCCO1.O=C1OCCO1.O=C1OCCO1.O=C1OCCO1.O=C1OCCO1.CCCC#N
frontier orbital gap	9.12	eV
energy above the lowest of the compared OMol25 structures with the same formula, charge and spin	69.0	kcal/mol
HOMO energy	-9.5888	eV
2S+1	1

---

Record 2
ORCA calculation (ωB97M-V/def2-TZVPD) on 14 unconnected molecules or ions with the total composition H30O15 at a distorted geometry.

Positions of all 45 atoms, in Å:
H: -4.539 0.349 0.564
H: -4.405 -0.797 -2.290
H: -1.454 0.896 -4.967
O: 0.878 5.262 -0.987
H: 5.127 -2.261 -0.749
H: 4.459 -1.475 -1.755
H: -2.760 -2.179 1.767
H: 1.302 -2.267 -2.511
O: 0.605 3.243 3.587
O: -1.239 -0.059 -4.611
H: -0.309 -2.151 2.785
O: 2.355 -3.542 -0.390
H: 2.903 -1.771 3.683
H: -0.307 -0.077 -4.476
O: 3.391 -1.189 3.104
O: -0.101 2.706 -3.166
H: 0.652 0.497 0.958
O: -2.764 -2.249 2.754
O: 4.243 -1.824 -0.931
H: -1.624 -1.185 3.651
H: 2.020 -1.031 -2.023
H: -3.451 -1.482 2.913
H: 3.336 -3.499 -0.455
O: -4.645 0.026 -2.730
H: -0.679 1.865 -3.358
H: 0.292 2.582 -2.314
H: -1.140 -1.492 1.786
O: -1.199 -2.219 2.373
O: -1.496 -0.199 3.892
O: 1.085 -1.420 -2.081
H: -0.016 0.215 -0.403
H: 1.683 1.777 -2.389
H: 2.378 0.602 -1.543
H: 0.481 4.176 3.188
O: 0.785 0.339 0.010
H: 1.328 5.996 -0.629
H: 3.593 -0.343 3.562
O: -3.772 -0.244 0.894
H: -2.215 0.094 3.382
H: -3.806 0.467 -2.805
H: 1.284 4.593 -0.408
H: 2.061 -2.712 -0.305
O: 1.575 1.181 -1.640
H: 0.298 2.770 2.815
H: -4.089 -0.659 1.690

Results
LUMO level	-0.248	eV
total energy	-1146.2178	hartree
frontier orbital gap	8.03	eV
energy above the lowest of the compared OMol25 structures with the same formula, charge and spin	265.0	kcal/mol
HOMO energy	-8.2776	eV
2S+1	1

---

Record 3
ORCA calculation (ωB97M-V/def2-TZVPD) on a gas-phase ion, C10H15N2Se (charge +1) at a distorted geometry.

Positions of all 28 atoms, in Å:
H: 3.765 -0.612 1.792
H: -0.809 1.470 -1.692
C: 2.961 -0.069 -0.172
H: 2.018 2.320 -0.713
H: 2.888 0.924 -0.006
C: -4.771 0.736 1.071
H: 3.077 -2.819 -1.279
H: -5.744 0.581 0.956
C: 3.081 -2.238 0.773
C: -0.619 0.587 -1.048
H: -4.348 1.392 0.329
N: 1.596 -0.443 -0.656
C: 1.439 1.862 -1.483
H: 1.975 1.742 -2.510
C: 3.294 -0.947 0.975
H: 3.632 -0.187 -0.932
H: -4.242 -1.444 1.436
C: -3.869 -0.486 1.127
H: 1.798 -3.545 -0.101
H: 0.689 2.522 -1.822
H: -3.003 -0.383 1.796
C: 0.779 0.635 -0.898
C: -1.675 -0.052 -0.599
H: 3.378 -2.944 1.439
H: -4.728 1.199 2.031
Se: -3.097 -0.977 -0.771
C: 2.269 -2.694 -0.394
N: 1.404 -1.679 -0.867

Results
LUMO level (alpha / beta)	-4.422 / -4.417	eV
total energy	-2900.4808	hartree
charge	+1
frontier orbital gap (alpha / beta)	6.72 / 6.72	eV
energy above the lowest of the compared OMol25 structures with the same formula, charge and spin	122.6	kcal/mol
HOMO energy (alpha / beta)	-11.1379 / -11.1400	eV
2S+1	1

---

Record 4
ORCA calculation (ωB97M-V/def2-TZVPD) on 2 unconnected molecules or ions with the total composition C9H9NO2S2 at a distorted geometry.

Positions of all 23 atoms, in Å:
H: 0.795 -2.661 -3.104
C: -0.608 -2.815 -1.555
H: -2.884 0.635 0.196
O: -3.578 2.116 -0.891
C: 1.162 -1.138 -1.691
N: 1.246 0.428 0.253
C: -0.847 -2.449 -0.216
S: -1.124 2.316 -0.186
C: -2.686 1.649 -0.216
H: 0.421 2.322 2.951
H: 1.285 3.474 1.026
C: 0.742 -0.668 -0.431
H: -1.649 -2.868 0.397
C: 0.434 -2.200 -2.216
C: 0.525 0.797 1.367
H: 1.808 1.075 -0.211
H: -0.979 -3.712 -1.942
C: 1.098 1.907 2.175
C: -0.218 -1.365 0.349
S: -0.421 -0.486 1.846
H: 1.822 -0.623 -2.407
H: 1.803 1.477 3.088
O: 1.855 2.790 1.418

Results
LUMO level (alpha / beta)	-0.692 / -0.693	eV
total energy	-1349.8862	hartree
frontier orbital gap (alpha / beta)	6.94 / 6.93	eV
energy above the lowest of the compared OMol25 structures with the same formula, charge and spin	24.7	kcal/mol
HOMO energy (alpha / beta)	-7.6284 / -7.6272	eV
2S+1	1

---

Record 5
ORCA calculation (ωB97M-V/def2-TZVPD) on C3H6N2OS in the gas phase at a distorted geometry.

Positions of all 13 atoms, in Å:
H: -1.893 -0.153 1.528
C: 0.228 1.465 0.245
C: 0.660 0.065 -0.072
C: -2.187 -0.863 0.751
N: -1.601 -0.637 -0.596
H: -1.917 0.293 -0.948
O: -0.762 2.046 -0.200
S: 2.194 -0.508 0.146
N: -0.272 -0.773 -0.647
H: 0.962 1.920 0.921
H: -1.962 -1.823 1.141
H: -3.272 -0.901 0.623
H: -0.011 -1.707 -0.848

Results
LUMO level	-1.191	eV
total energy	-700.7827	hartree
SMILES	CNNC(=S)C=O
frontier orbital gap	7.73	eV
energy above the lowest of the compared OMol25 structures with the same formula, charge and spin	66.8	kcal/mol
HOMO energy	-8.9259	eV
2S+1	1

---

Record 6
ORCA calculation (ωB97M-V/def2-TZVPD) on C23H24Cl2FN3O3 in the gas phase.

Positions of all 56 atoms, in Å:
H: 1.894 -1.088 -0.831
H: -5.921 -1.190 -0.066
H: 3.723 2.142 -0.412
H: 4.277 0.893 3.074
N: -0.931 -0.659 0.914
H: 1.342 2.414 0.344
C: 3.585 0.017 -0.054
N: -4.181 -0.230 -0.656
C: 3.281 3.259 2.044
H: -4.429 -2.122 0.175
H: -7.539 -2.469 -4.250
C: -4.950 -1.446 -0.503
O: 5.401 3.000 3.184
H: 6.207 4.520 1.624
C: 2.998 1.809 1.595
C: -0.674 1.023 -0.767
H: -7.187 -1.463 -2.015
H: 1.944 0.612 -1.322
H: 2.600 1.078 3.586
C: -6.591 -2.556 -3.745
C: 1.221 0.292 0.684
H: -2.682 -1.564 1.239
C: -5.547 -3.236 -4.344
C: -2.852 -0.108 -0.398
O: 5.265 4.376 1.442
Cl: -2.588 -2.971 -1.722
O: 0.039 1.820 -1.354
H: -4.490 0.366 -1.416
C: 3.841 -0.957 1.094
C: 1.470 -0.687 1.831
H: -3.518 -3.904 -4.222
C: 4.742 3.501 2.312
H: 3.102 -1.295 3.090
C: 2.126 -0.074 -0.496
F: -5.729 -3.787 -5.556
N: -0.193 0.211 0.265
C: 1.532 1.715 1.159
C: -2.176 -0.833 0.631
H: 0.874 1.968 1.993
C: -2.067 0.809 -1.059
C: 3.892 1.440 0.407
H: 2.729 3.459 2.964
C: -6.382 -1.999 -2.497
C: 2.933 -0.595 2.266
H: 4.942 1.508 0.701
C: -5.163 -2.114 -1.840
H: 2.957 3.954 1.270
H: 1.238 -1.702 1.506
C: 3.241 0.824 2.739
H: 4.230 -0.236 -0.902
Cl: -2.731 1.777 -2.333
H: 0.813 -0.449 2.668
H: 4.887 -0.901 1.403
C: -4.315 -3.370 -3.731
C: -4.133 -2.802 -2.480
H: 3.642 -1.980 0.768

Results
LUMO level	0.534	eV
total energy	-2301.1550	hartree
SMILES	O=C(O)C[C@@]12C[C@H]3C[C@@H](C1)C[C@](n1ncc(NCc4ccc(F)cc4Cl)c(Cl)c1=O)(C3)C2
frontier orbital gap	9.02	eV
HOMO energy	-8.4845	eV
2S+1	1